No. 1
Computed, not measured: a structure of composition C43H44N3O4SV in a non-equilibrium geometry, with the ωB97M-V functional and the def2-TZVPD basis.

```
96
Properties=species:S:1:pos:R:3:lowdin_spin:R:1
V 0.146 0.312 0.210 1.14
C 0.553 -2.171 -2.540 0.00
C -0.189 -3.428 -2.103 0.00
C -1.227 -3.806 -3.166 0.00
C -0.809 -3.489 -0.707 0.00
C -0.968 -4.784 -0.209 0.00
C -1.596 -5.041 0.994 0.00
C -2.091 -3.982 1.735 0.00
C -1.940 -2.673 1.298 0.00
C -2.530 -1.543 2.118 0.00
C -2.075 -1.591 3.574 0.00
C -4.054 -1.532 2.006 0.00
C -1.282 -2.426 0.079 0.00
N -1.103 -1.076 -0.316 -0.02
C -2.076 -0.546 -1.147 0.02
C -2.038 0.803 -1.341 -0.01
N -1.107 1.524 -0.623 -0.01
C -1.355 2.917 -0.528 0.00
C -2.453 3.339 0.244 0.00
C -2.771 4.692 0.273 0.00
C -2.014 5.620 -0.419 0.00
C -0.908 5.194 -1.135 0.00
C -0.555 3.848 -1.201 0.00
C 0.691 3.487 -1.985 0.00
C 1.837 3.049 -1.074 0.01
C 0.463 2.488 -3.121 0.00
C -3.279 2.376 1.080 0.00
C -3.145 2.705 2.566 0.00
C -4.754 2.365 0.676 0.00
C -3.125 1.203 -2.248 0.00
C -3.558 2.358 -2.836 0.00
C -4.735 2.311 -3.637 0.00
C -5.454 1.159 -3.824 0.00
C -5.017 -0.057 -3.224 0.00
C -5.669 -1.325 -3.278 0.00
C -5.135 -2.390 -2.603 0.00
C -3.926 -2.298 -1.851 0.01
C -3.271 -1.100 -1.803 0.00
C -3.857 0.007 -2.484 0.00
H 1.006 -2.361 -3.516 0.00
H 1.343 -1.892 -1.850 0.00
H -0.116 -1.316 -2.647 0.00
H 0.553 -4.237 -2.090 0.00
H -1.955 -3.006 -3.301 0.00
H -1.771 -4.715 -2.903 0.00
H -0.728 -3.970 -4.122 0.00
H -0.586 -5.609 -0.800 0.00
H -1.698 -6.057 1.349 0.00
H -2.601 -4.172 2.671 0.00
H -2.158 -0.608 1.697 0.00
H -2.359 -2.526 4.060 0.00
H -2.529 -0.773 4.135 0.00
H -0.994 -1.474 3.645 0.00
H -4.493 -2.443 2.423 0.00
H -4.374 -1.452 0.966 0.00
H -4.463 -0.681 2.553 0.00
H -3.619 5.023 0.859 0.00
H -2.271 6.670 -0.388 0.00
H -0.299 5.917 -1.664 0.00
H 1.004 4.428 -2.455 0.00
H 1.661 2.053 -0.664 0.00
H 1.971 3.733 -0.235 0.00
H 2.773 2.979 -1.630 0.00
H 0.255 1.485 -2.747 0.00
H 1.356 2.434 -3.746 0.00
H -0.377 2.786 -3.751 0.00
H -2.875 1.375 0.928 0.00
H -3.510 3.713 2.778 0.00
H -2.109 2.632 2.891 0.00
H -3.740 2.007 3.159 0.00
H -5.219 3.336 0.861 0.00
H -5.296 1.624 1.266 0.00
H -4.889 2.122 -0.377 0.00
H -3.051 3.302 -2.683 0.00
H -5.079 3.228 -4.098 0.00
H -6.355 1.170 -4.425 0.00
H -6.585 -1.439 -3.844 0.00
H -5.641 -3.346 -2.639 0.00
H -3.554 -3.177 -1.338 0.00
S 0.148 0.880 2.199 -0.14
O 4.019 -0.140 -0.223 0.00
C 3.018 -0.691 0.184 0.00
O 1.807 -0.392 -0.186 0.00
C 3.087 -1.869 1.128 0.00
C 4.335 -2.248 1.619 0.00
C 4.451 -3.339 2.462 0.00
C 3.296 -4.030 2.789 0.00
C 2.043 -3.679 2.328 0.00
C 1.949 -2.578 1.490 0.00
N 3.415 -5.212 3.678 0.00
O 2.389 -5.778 4.003 0.00
O 4.534 -5.546 4.027 0.00
H 5.204 -1.676 1.323 0.00
H 5.403 -3.656 2.858 0.00
H 1.169 -4.245 2.612 0.00
H 0.978 -2.278 1.123 0.00
```

2S+1: 2
Total charge: -1
LUMO energy (alpha / beta): 1.55 / 1.55 eV
Largest force on an atom: 1.5 eV Å⁻¹
<S²>: 0.7988
Kohn-Sham gap (alpha / beta): 5.4372 / 5.5478 eV

No. 2
Computed, not measured: a cluster of 2 separate species, C5H13S in total, with the ωB97M-V functional and the def2-TZVPD basis.

```
19
Properties=species:S:1:pos:R:3:mulliken_charge:R:1
C -2.445 -1.025 1.805 -0.83
S -2.003 -0.788 0.041 -0.61
H -1.638 -0.688 2.464 0.19
H -3.335 -0.438 2.050 0.20
H -2.646 -2.076 2.025 0.22
C 1.349 -1.187 -1.650 -1.20
C 0.269 1.875 0.495 -1.06
C 0.585 1.061 -0.756 -0.49
C 1.371 -0.229 -0.471 -0.23
H 0.315 -1.367 -1.949 0.25
H 1.765 -2.157 -1.365 0.33
H 1.897 -0.818 -2.523 0.32
H -0.605 2.499 0.301 0.29
H 1.108 2.517 0.774 0.36
H -0.022 1.177 1.279 0.13
H 1.159 1.613 -1.514 0.44
H -0.356 0.739 -1.210 0.15
H 2.402 -0.021 -0.158 0.40
H 0.831 -0.688 0.361 0.13
```

Total charge: -1
LUMO energy: 4.19 eV
Energy above the lowest of the compared OMol25 structures with the same formula, charge and spin: 16.95 kJ/mol
Largest force on an atom: 0.8 eV Å⁻¹
Kohn-Sham gap: 6.4194 eV

No. 3
Computed, not measured: a cluster of 7 separate species, H14O6S in total in a non-equilibrium geometry, with the ωB97M-V functional and the def2-TZVPD basis.

```
21
Properties=species:S:1:pos:R:3:mulliken_charge:R:1
O -0.190 -1.191 -1.541 -0.70
H -0.138 -0.233 -1.535 0.43
H -1.067 -1.414 -1.148 0.28
O 0.128 -0.633 2.124 -0.60
H 0.628 -1.253 1.640 0.35
H 0.611 0.199 1.953 0.32
O 1.793 -1.899 0.107 -0.79
H 1.909 -2.879 0.144 0.29
H 1.023 -1.717 -0.567 0.46
O 2.284 0.759 0.574 -0.72
H 3.238 0.995 0.674 0.32
H 2.353 -0.223 0.440 0.38
O -2.374 2.070 -0.166 -0.62
H -1.490 2.026 -0.491 0.38
H -2.838 2.620 -0.806 0.31
O 0.278 1.570 -1.095 -0.80
H 0.635 2.163 -1.828 0.32
H 1.061 1.422 -0.464 0.40
S -2.877 -1.321 0.420 -0.48
H -1.919 -1.057 1.392 0.23
H -3.048 -0.003 0.172 0.23
```

LUMO energy: 0.26 eV
Energy above the lowest of the compared OMol25 structures with the same formula, charge and spin: 0.00 kJ/mol
Largest force on an atom: 2.2 eV Å⁻¹
SMILES: O.O.O.O.O.O.S
Kohn-Sham gap: 9.5991 eV

No. 4
Computed, not measured: a cluster of 2 separate species, C10H13N2O2 in total in a non-equilibrium geometry, with the ωB97M-V functional and the def2-TZVPD basis.

```
27
Properties=species:S:1:pos:R:3:mulliken_charge:R:1
C -1.369 3.128 -2.336 -0.53
C -0.152 2.327 -2.266 -0.68
C -2.166 2.548 -1.350 -0.05
C -0.293 1.435 -1.241 0.33
C 3.211 -2.373 -0.579 0.57
C 0.676 0.513 -0.847 0.01
C -0.385 -1.100 2.198 -0.25
C -0.194 -1.157 0.703 0.50
C 0.024 0.259 2.782 -1.20
C -0.898 -2.216 -0.035 -1.41
N 2.840 -1.445 0.070 -0.44
N 0.490 -0.376 0.024 0.18
O 3.433 -3.335 -1.189 -0.38
O -1.570 1.563 -0.646 -0.26
H -1.821 3.890 -3.022 0.36
H 0.728 2.406 -2.852 0.47
H -3.226 2.846 -1.068 0.39
H 1.640 0.634 -1.313 0.37
H -1.516 -1.458 2.165 0.35
H 0.004 -1.876 2.886 0.37
H -0.252 0.565 3.748 0.42
H -0.339 0.945 2.066 0.26
H 1.139 0.208 2.844 0.26
H -0.745 -3.224 0.487 0.36
H -0.561 -2.273 -1.137 0.37
H -2.013 -1.845 -0.221 0.36
H 3.314 -0.591 0.132 0.25
```

Total charge: +1
LUMO energy (alpha / beta): -4.31 / -4.31 eV
Energy above the lowest of the compared OMol25 structures with the same formula, charge and spin: 183.91 kJ/mol
Largest force on an atom: 3.1 eV Å⁻¹
Kohn-Sham gap (alpha / beta): 8.6777 / 8.6783 eV